[1]
Entry from the Open Molecules 2025 dataset: one molecule with the formula C3H6N2O in a non-equilibrium geometry (wB97M-V/def2-TZVPD).

SMILES: NC(=O)[C@H]1CN1
Net charge: 0
Frontier orbital gap, eV: 10.17
Multiplicity: 1
ΔE to the lowest compared entry with this formula, charge and spin, kcal/mol: 69.2

Geometry (Å):
N 1.79839 0.59365 -0.53458
C 0.96322 0.24186 0.46356
O 1.28314 -0.12002 1.57755
C -0.49806 0.29718 0.19889
C -1.29448 -0.51972 -0.70159
N -1.02938 -0.78303 0.94921
H 2.78331 0.43816 -0.39912
H 1.41547 0.67284 -1.46256
H -0.97972 1.26056 0.37157
H -0.86039 -1.34848 -1.26549
H -2.13505 -0.05658 -1.24702
H -1.46463 -0.38120 1.80544

=====

[2]
Entry from the Open Molecules 2025 dataset: one molecule with the formula C3H6N2O (wB97M-V/def2-TZVPD).

SMILES: [H]/N=C(/C=O)NC
Net charge: 0
Frontier orbital gap, eV: 9.82
Multiplicity: 1
ΔE to the lowest compared entry with this formula, charge and spin, kcal/mol: 37.0

Geometry (Å):
C 1.57396 0.28420 -0.10446
N 0.49442 -0.55588 0.38578
C -0.83215 -0.39442 0.11975
N -1.81240 -1.17013 0.39735
C -1.28209 0.91115 -0.50526
O -0.87498 1.99798 -0.16945
H 1.94912 -0.03704 -1.08723
H 2.39706 0.26273 0.61633
H 1.22861 1.31514 -0.17553
H 0.75134 -1.39465 0.88623
H -1.52072 -2.01017 0.90225
H -2.07216 0.79109 -1.26576